(1)
{
  "formula": "C20H34N6O2",
  "method": "ωB97M-V/def2-TZVPD",
  "smiles": "CC1=CC[C@H](C(=O)N(C)CC[C@H](C)NC(=O)c2cn(CCN(C)C)nn2)CC1",
  "e_above_lowest_ev": 1.154,
  "homo_ev": -8.90,
  "mol_weight_da": 390.5,
  "spin_multiplicity": 1,
  "gap_ev": 9.294,
  "species": ["C", "C", "C", "C", "C", "C", "O", "N", "C", "C", "C", "C", "C", "N", "C", "O", "C", "C", "N", "C", "C", "N", "C", "C", "N", "N", "C", "C", "H", "H", "H", "H", "H", "H", "H", "H", "H", "H", "H", "H", "H", "H", "H", "H", "H", "H", "H", "H", "H", "H", "H", "H", "H", "H", "H", "H", "H", "H", "H", "H", "H", "H"],
  "positions_angstrom": [[4.6106, -6.0658, 0.7279], [3.6645, -5.1341, 1.4261], [4.0783, -4.2278, 2.3070], [3.1754, -3.2441, 2.9984], [1.8037, -3.1571, 2.3161], [0.8465, -2.3866, 3.2167], [0.1840, -2.9898, 4.0472], [0.7913, -1.0279, 3.1079], [-0.0130, -0.2753, 4.0629], [1.5852, -0.2158, 2.2032], [0.7805, 0.4755, 1.0772], [-0.5937, -0.1287, 0.7626], [-0.5128, -1.4040, -0.0606], [-1.4028, 0.8469, 0.0403], [-2.0020, 1.8756, 0.6995], [-1.8626, 2.0554, 1.8940], [-2.8105, 2.7744, -0.1634], [-2.6887, 3.0430, -1.5039], [-3.6505, 3.9509, -1.7462], [-4.0121, 4.6237, -2.9827], [-2.8251, 5.2971, -3.6531], [-1.8635, 4.3581, -4.2131], [-0.5941, 5.0205, -4.4689], [-2.3602, 3.7351, -5.4294], [-4.3346, 4.2231, -0.6246], [-3.8294, 3.5241, 0.3317], [1.2839, -4.5663, 2.0483], [2.2062, -5.2801, 1.0685], [4.5178, -5.9713, -0.3575], [5.6463, -5.8680, 1.0018], [4.3802, -7.1057, 0.9736], [5.1353, -4.1739, 2.5507], [3.0337, -3.5319, 4.0457], [3.6532, -2.2599, 3.0186], [1.9319, -2.6607, 1.3512], [-0.7055, -0.9511, 4.5532], [0.6325, 0.1847, 4.8168], [-0.5658, 0.5153, 3.5527], [2.0884, 0.5524, 2.7961], [2.3728, -0.8289, 1.7759], [0.6055, 1.5137, 1.3606], [1.3798, 0.4928, 0.1629], [-1.1117, -0.3409, 1.6972], [0.0407, -2.1722, 0.4763], [-1.5091, -1.7976, -0.2683], [-0.0016, -1.2226, -1.0104], [-1.6815, 0.6441, -0.9042], [-2.0071, 2.7302, -2.2750], [-4.5024, 3.9125, -3.6480], [-4.7488, 5.3722, -2.6978], [-3.2088, 5.9830, -4.4266], [-2.3146, 5.9075, -2.9058], [0.1241, 4.2991, -4.8581], [-0.6885, 5.8385, -5.2005], [-0.1977, 5.4330, -3.5413], [-1.6163, 3.0356, -5.8097], [-3.2732, 3.1731, -5.2353], [-2.5724, 4.4753, -6.2174], [1.2387, -5.1062, 2.9953], [0.2623, -4.5304, 1.6641], [2.0519, -4.8978, 0.0512], [1.9551, -6.3438, 1.0226]],
  "mulliken_charge": [-1.53, 0.87, -0.73, -0.78, 0.34, 0.30, -0.70, 0.18, -1.08, -0.94, -0.85, 0.57, -1.50, -0.14, 0.25, -0.63, 0.02, -0.12, 0.76, -0.77, -0.75, 0.24, -1.06, -1.10, -0.88, -0.31, -1.23, -0.66, 0.31, 0.36, 0.31, 0.29, 0.40, 0.40, 0.53, 0.32, 0.32, 0.38, 0.53, 0.28, 0.39, 0.32, 0.18, 0.19, 0.45, 0.36, 0.37, 0.48, 0.27, 0.40, 0.44, 0.42, 0.32, 0.35, 0.32, 0.35, 0.27, 0.36, 0.36, 0.39, 0.34, 0.46]
}


(2)
{
  "formula": "C20H19N5O2S2",
  "method": "ωB97M-V/def2-TZVPD",
  "e_above_lowest_ev": 15.885,
  "homo_ev": -8.14,
  "mol_weight_da": 425.5,
  "spin_multiplicity": 1,
  "gap_ev": 8.392,
  "species": ["C", "C", "C", "C", "C", "O", "H", "H", "C", "N", "N", "C", "N", "C", "H", "H", "C", "C", "C", "C", "C", "C", "C", "H", "H", "H", "H", "H", "H", "H", "S", "C", "C", "O", "N", "C", "N", "C", "C", "S", "H", "H", "H", "H", "H", "H", "H", "H"],
  "positions_angstrom": [[2.3370, -3.2389, 2.2960], [1.4892, -2.0188, 2.7237], [1.0404, -0.8823, 1.9491], [0.2669, -0.2882, 2.9925], [0.4344, -1.0260, 4.2538], [1.0134, -2.2530, 4.0308], [-0.3170, -1.0821, 5.1829], [-0.1507, 0.5944, 2.7849], [1.4989, -0.7635, 0.6113], [2.2830, -1.3930, 0.0016], [2.3019, -0.9752, -1.4786], [1.5981, -0.0047, -1.4615], [0.9799, 0.2706, 0.0294], [-0.1710, 1.2678, 0.0710], [-0.7482, 0.8744, 0.8218], [-0.6941, 1.4252, -0.7509], [0.5186, 2.5027, 0.9245], [-0.5470, 3.4698, 1.1253], [-1.0448, 4.4027, -0.0622], [-2.1526, 5.1505, 0.2766], [-2.3692, 5.3928, 1.6005], [-2.0358, 4.5235, 2.5543], [-0.9934, 3.7258, 2.2622], [-0.6384, 3.0655, 3.1438], [-2.0299, 4.9113, 3.4602], [-3.2529, 6.2252, 1.8125], [-2.4472, 5.7797, -0.3120], [-0.7309, 4.1818, -1.1361], [1.1904, 2.7757, 0.0668], [1.0282, 2.2256, 1.7085], [1.1691, 1.0700, -2.8623], [0.2072, -0.1409, -3.6645], [-1.3251, -0.0264, -3.0838], [-2.0609, 0.7617, -3.2244], [-1.5598, -0.9569, -1.9481], [-0.9822, -1.9768, -1.7431], [0.2024, -2.5692, -2.1712], [0.2491, -3.7671, -1.3948], [-0.1372, -3.9032, -0.2677], [-1.4231, -2.8242, -0.1080], [-0.1053, -4.6120, 0.6226], [1.1134, -4.4725, -1.8597], [-2.4573, -0.8320, -1.5233], [0.0573, 0.1640, -4.5531], [0.6081, -1.2099, -3.6860], [2.5023, -3.1083, 1.2773], [3.3754, -3.0547, 2.8317], [2.0014, -4.1144, 2.8006]],
  "mulliken_charge": [-1.65, -0.39, 1.10, -0.49, -0.95, -0.30, 0.25, 0.73, 1.27, -0.47, -0.48, 0.11, 0.30, -2.06, 0.57, 1.23, -1.53, 0.38, -0.44, -0.99, -0.03, -1.01, 0.60, 0.13, 0.44, 0.20, 0.65, 0.32, 0.35, 1.10, -0.13, -0.84, 0.22, -0.36, 0.08, 0.17, -0.30, -1.15, 0.55, -0.30, 0.36, 0.22, 0.27, 0.67, 0.42, 0.44, 0.34, 0.43]
}